The following is a DFT calculation (ωB97M-V/def2-TZVPD) of 2 unconnected molecules or ions with the total composition C2H9OS.

Results
- energy relative to the best compared isomer or geometry (same formula, charge and spin) (kcal per mole) = 22.3
- HOMO (eV) = -15.8100
- charge = +1

Atoms and positions in Å:
O: 2.43 -0.36 0.29
H: 2.56 -0.90 1.07
H: 3.23 -0.35 -0.25
H: 0.90 1.28 -0.21
C: -1.35 0.08 1.27
S: -0.44 1.10 0.05
C: -0.63 0.04 -1.43
H: -2.38 0.12 0.93
H: -1.01 -0.97 1.20
H: -1.27 0.41 2.30
H: 0.03 0.34 -2.24
H: -1.65 0.22 -1.82
H: -0.42 -1.00 -1.18

---

The following is a DFT calculation (ωB97M-V/def2-TZVPD) of C4H7NS in the gas phase.

Results
- SMILES = C/C=C\C=N/S
- energy relative to the best compared isomer or geometry (same formula, charge and spin) (kcal per mole) = 43.4
- HOMO (eV) = -8.9171

Atoms and positions in Å:
C: -1.05 -1.07 0.61
C: -0.98 -0.04 -0.48
C: -0.20 1.02 -0.57
C: 0.91 1.38 0.36
H: -0.13 -1.00 1.29
H: -1.13 -2.10 0.12
H: -2.00 -0.92 1.11
H: -1.74 -0.20 -1.23
H: -0.34 1.72 -1.37
H: 0.90 2.30 0.92
H: 1.34 -1.11 -1.05
N: 2.01 0.75 0.54
S: 2.42 -0.74 -0.24

---

The following is a DFT calculation (ωB97M-V/def2-TZVPD) of a molecular structure, C12H33NOP2Pd.

Results
- energy relative to the best compared isomer or geometry (same formula, charge and spin) (kcal per mole) = 20.6
- HOMO (alpha / beta) (eV) = -2.6996 / -7.1037
- spin multiplicity = 3

Atoms and positions in Å:
Pd: -0.70 1.66 -0.66
H: 0.00 1.69 -2.71
H: -0.61 1.26 -2.53
P: 1.21 2.70 0.29
P: -2.78 0.59 -0.14
C: -2.80 -1.19 0.31
H: -3.82 -1.60 0.33
H: -2.19 -1.77 -0.39
H: -2.36 -1.32 1.31
C: -4.00 1.36 0.97
H: -4.10 2.43 0.73
H: -4.99 0.89 0.87
H: -3.68 1.27 2.02
C: -3.56 0.66 -1.79
H: -2.95 0.09 -2.50
H: -4.58 0.26 -1.77
H: -3.58 1.71 -2.11
C: 1.06 3.90 1.65
H: 1.99 4.48 1.75
H: 0.22 4.59 1.45
H: 0.86 3.39 2.60
C: 2.68 1.70 0.72
H: 2.91 1.00 -0.09
H: 3.56 2.35 0.89
H: 2.48 1.12 1.62
C: 1.72 3.68 -1.15
H: 0.89 4.33 -1.45
H: 2.61 4.29 -0.92
H: 1.95 3.01 -1.99
H: -1.36 2.97 0.22
H: -1.21 2.17 0.81
O: 0.32 -0.31 -1.32
C: 0.94 -1.25 -0.72
C: 1.10 -1.37 0.80
C: 0.51 -2.66 1.39
C: 1.36 -3.91 1.21
C: 1.48 -4.35 -0.25
C: 2.27 -3.33 -1.09
N: 1.50 -2.18 -1.53
H: 2.18 -1.30 1.00
H: 0.59 -0.48 1.23
H: 0.39 -2.46 2.47
H: -0.49 -2.82 0.95
H: 2.36 -3.73 1.63
H: 0.91 -4.70 1.82
H: 2.04 -5.28 -0.23
H: 0.49 -4.57 -0.68
H: 3.19 -3.05 -0.54
H: 2.59 -3.89 -1.98
H: 1.42 -2.02 -2.52

---

The following is a DFT calculation (ωB97M-V/def2-TZVPD) of 6 unconnected molecules or ions with the total composition C46H37N5O13.

Results
- SMILES = CCOc1cccc2c1C(=O)c1ccccc1C2=O.O=[N+]([O-])c1ccccc1.O=[N+]([O-])c1ccccc1.O=[N+]([O-])c1ccccc1.O=[N+]([O-])c1ccccc1.O=[N+]([O-])c1ccccc1
- HOMO (eV) = -8.6585

Atoms and positions in Å:
C: -7.80 -3.28 5.87
C: -6.60 -4.30 5.63
O: -5.93 -3.87 4.43
C: -4.63 -3.48 4.65
C: -4.15 -2.65 5.74
C: -2.73 -2.27 5.85
C: -1.73 -2.69 4.87
C: -2.21 -3.51 3.76
C: -3.63 -3.91 3.65
C: -4.00 -4.81 2.42
O: -4.73 -5.77 2.51
C: -3.31 -4.37 1.08
C: -4.01 -4.39 -0.18
C: -3.27 -3.92 -1.36
C: -1.89 -3.45 -1.26
C: -1.17 -3.48 0.02
C: -1.90 -3.94 1.19
C: -1.26 -3.99 2.62
O: -0.13 -4.37 2.80
H: -7.39 -2.24 5.83
H: -8.49 -3.40 4.98
H: -8.35 -3.49 6.82
H: -7.09 -5.30 5.45
H: -5.94 -4.40 6.53
H: -4.85 -2.26 6.52
H: -2.37 -1.62 6.67
H: -0.66 -2.43 4.91
H: -5.07 -4.75 -0.28
H: -3.77 -3.91 -2.36
H: -1.34 -3.07 -2.15
H: -0.12 -3.13 0.14
C: 3.68 -0.86 -1.85
C: 2.58 -1.51 -1.32
C: 1.30 -1.21 -1.79
C: 1.16 -0.25 -2.79
C: 2.26 0.41 -3.32
C: 3.53 0.10 -2.84
N: -0.18 0.05 -3.30
O: -1.13 -0.54 -2.81
O: -0.27 0.87 -4.20
H: 4.68 -1.10 -1.48
H: 2.70 -2.26 -0.55
H: 0.45 -1.72 -1.38
H: 2.15 1.16 -4.09
H: 4.39 0.61 -3.25
C: 1.80 6.73 -1.53
C: 1.86 6.25 -2.83
C: 2.82 5.30 -3.17
C: 3.70 4.84 -2.20
C: 3.65 5.33 -0.90
C: 2.69 6.27 -0.57
N: 4.69 3.83 -2.56
O: 4.73 3.44 -3.71
O: 5.43 3.42 -1.67
H: 1.05 7.47 -1.26
H: 1.16 6.61 -3.58
H: 2.86 4.93 -4.19
H: 4.34 4.97 -0.15
H: 2.64 6.66 0.45
C: 0.24 12.79 -3.40
C: 1.61 12.60 -3.51
C: 2.11 11.43 -4.06
C: 1.23 10.45 -4.50
C: -0.14 10.63 -4.39
C: -0.64 11.80 -3.84
N: 1.75 9.23 -5.11
O: 2.96 9.10 -5.17
O: 0.95 8.40 -5.52
H: -0.15 13.70 -2.97
H: 2.29 13.37 -3.17
H: 3.18 11.29 -4.14
H: -0.84 9.87 -4.73
H: -1.71 11.95 -3.75
C: 4.83 -2.92 8.25
C: 3.71 -3.57 8.76
C: 2.45 -3.26 8.28
C: 2.32 -2.29 7.29
C: 3.43 -1.63 6.79
C: 4.69 -1.95 7.27
N: 0.98 -1.98 6.77
O: 0.03 -2.56 7.25
O: 0.91 -1.15 5.88
H: 5.82 -3.18 8.62
H: 3.83 -4.33 9.53
H: 1.58 -3.77 8.69
H: 3.33 -0.88 6.02
H: 5.56 -1.45 6.88
C: -0.81 -3.92 -5.18
C: -0.93 -4.14 -6.55
C: -0.66 -5.40 -7.07
C: -0.30 -6.43 -6.22
C: -0.17 -6.22 -4.85
C: -0.43 -4.96 -4.33
N: -0.04 -7.76 -6.77
O: -0.14 -7.91 -7.98
O: 0.25 -8.65 -5.99
H: -1.03 -2.94 -4.77
H: -1.22 -3.33 -7.20
H: -0.75 -5.56 -8.14
H: 0.12 -7.02 -4.19
H: -0.35 -4.79 -3.27

---

The following is a DFT calculation (ωB97M-V/def2-TZVPD) of a molecular structure, C36H46LaN11O3S.

Results
- energy relative to the best compared isomer or geometry (same formula, charge and spin) (kcal per mole) = 0.0
- HOMO (eV) = -12.2588
- charge = +2

Atoms and positions in Å:
La: 0.42 -0.50 0.44
O: 4.71 1.38 0.13
C: 4.55 2.40 1.03
C: 5.59 3.33 1.20
C: 5.43 4.38 2.10
C: 4.25 4.51 2.84
C: 3.22 3.59 2.70
C: 3.37 2.51 1.79
C: 2.33 1.52 1.73
O: 2.47 0.54 0.85
N: 1.32 1.69 2.55
N: 0.40 0.74 2.46
C: -0.52 0.60 3.46
C: -1.42 -0.44 3.44
C: -2.31 -0.66 4.54
C: -3.16 -1.76 4.50
C: -3.17 -2.58 3.35
C: -2.28 -2.30 2.32
N: -1.41 -1.28 2.37
H: 3.86 0.85 0.31
H: 6.50 3.23 0.61
H: 6.22 5.12 2.23
H: 4.11 5.36 3.53
H: 2.32 3.67 3.29
H: -0.48 1.31 4.29
H: -2.26 0.01 5.40
H: -3.83 -1.95 5.33
H: -3.85 -3.42 3.23
H: -2.27 -2.92 1.42
C: 4.98 -1.14 -2.80
N: 3.65 -1.25 -2.23
C: 2.60 -1.82 -2.84
N: 2.76 -2.35 -4.08
S: 1.07 -1.90 -2.10
H: 5.63 -0.62 -2.09
H: 4.99 -0.57 -3.73
H: 5.43 -2.13 -2.98
H: 3.46 -0.88 -1.30
H: 3.64 -2.36 -4.58
H: 1.93 -2.78 -4.51
C: -0.41 1.43 -2.37
C: -0.46 2.65 -3.30
N: 0.50 3.74 -2.88
C: 1.87 3.11 -2.89
C: 1.95 1.85 -2.02
N: 0.64 1.56 -1.30
C: 0.30 2.82 -0.51
C: 0.17 4.05 -1.44
H: -0.15 0.51 -2.91
H: -1.36 1.23 -1.88
H: -1.45 3.12 -3.34
H: -0.21 2.41 -4.34
H: 2.58 3.88 -2.56
H: 2.12 2.90 -3.94
H: 2.75 1.92 -1.28
H: 2.16 0.97 -2.64
H: 1.08 2.99 0.25
H: -0.64 2.65 0.03
H: 0.84 4.86 -1.13
H: -0.84 4.47 -1.41
C: 4.00 -5.14 1.81
N: 3.01 -4.05 2.00
C: 2.69 -3.43 3.26
C: 1.82 -2.44 2.96
N: 1.57 -2.43 1.55
C: 2.31 -3.38 1.03
H: 4.07 -5.71 2.73
H: 4.98 -4.73 1.55
H: 3.65 -5.78 1.00
H: 3.13 -3.72 4.21
H: 1.30 -1.74 3.61
H: 2.35 -3.63 -0.02
C: -6.02 -0.39 -2.39
N: -4.62 -0.82 -2.21
N: -3.91 -0.55 -0.98
C: -2.61 -0.78 -1.24
O: -1.71 -0.56 -0.35
C: -2.45 -1.22 -2.58
C: -3.72 -1.17 -3.16
C: -4.12 -1.39 -4.57
C: -4.56 -0.47 0.25
C: -5.61 -1.38 0.56
C: -6.23 -1.30 1.79
C: -5.82 -0.34 2.75
C: -4.77 0.54 2.43
C: -4.13 0.48 1.20
H: -6.37 0.15 -1.51
H: -6.62 -1.29 -2.54
H: -6.09 0.24 -3.28
H: -1.52 -1.51 -3.07
H: -3.30 -1.88 -5.11
H: -4.35 -0.44 -5.07
H: -5.01 -2.01 -4.63
H: -5.89 -2.14 -0.16
H: -7.05 -1.99 2.03
H: -6.32 -0.26 3.70
H: -4.44 1.26 3.17
H: -3.30 1.14 0.95

---

The following is a DFT calculation (ωB97M-V/def2-TZVPD) of C3H6 in the gas phase.

Results
- SMILES = C1CC1
- energy relative to the best compared isomer or geometry (same formula, charge and spin) (kcal per mole) = 52.6
- HOMO (eV) = -9.9507

Atoms and positions in Å:
C: -0.12 -0.01 -0.87
C: -0.45 -0.45 0.52
C: 0.70 0.61 0.20
H: -1.00 0.62 -1.30
H: 0.18 -0.53 -1.85
H: -1.38 -0.58 1.25
H: 0.02 -1.42 0.54
H: 1.69 0.16 0.68
H: 0.36 1.60 0.83

---

The following is a DFT calculation (ωB97M-V/def2-TZVPD) of a molecular structure, C4H6AlO2.

Results
- energy relative to the best compared isomer or geometry (same formula, charge and spin) (kcal per mole) = 0.0
- HOMO (alpha / beta) (eV) = -14.2126 / -12.9889
- charge = +1

Atoms and positions in Å:
H: -1.77 -1.04 0.99
O: -2.44 -0.07 -0.81
C: -1.64 0.07 0.39
C: -0.29 0.56 0.22
C: 0.75 -0.52 0.04
C: 2.14 -0.05 -0.14
O: 2.45 1.15 -0.14
Al: 0.67 2.03 0.07
H: -1.99 0.47 -1.48
H: -2.24 0.67 1.10
H: 0.61 -1.19 -0.84
H: 0.82 -1.25 0.87
H: 2.94 -0.80 -0.26

---

The following is a DFT calculation (ωB97M-V/def2-TZVPD) of a molecular structure, C26H20Br2IrN4O9.

Results
- energy relative to the best compared isomer or geometry (same formula, charge and spin) (kcal per mole) = 0.0
- HOMO (eV) = -10.8373
- charge = +1

Atoms and positions in Å:
Ir: 0.16 0.21 0.05
C: 3.08 1.85 -0.56
C: 2.70 0.75 -1.49
C: 3.59 0.35 -2.51
C: 3.27 -0.64 -3.40
C: 1.98 -1.22 -3.37
C: 1.47 -2.17 -4.28
Br: 2.58 -2.86 -5.64
C: 0.17 -2.59 -4.20
C: -0.69 -2.07 -3.21
Br: -2.49 -2.60 -3.17
C: -0.24 -1.16 -2.29
O: -1.00 -0.57 -1.37
C: 1.12 -0.77 -2.36
N: 1.52 0.14 -1.41
H: 3.78 2.51 -1.06
H: 3.56 1.47 0.34
H: 2.21 2.43 -0.24
H: 4.55 0.84 -2.56
H: 3.98 -0.95 -4.16
H: -0.21 -3.31 -4.90
C: -6.45 -0.85 0.36
C: -5.23 -0.05 0.03
C: -5.15 0.70 -1.14
C: -4.02 1.44 -1.46
C: -4.00 2.21 -2.75
C: -2.92 1.41 -0.58
C: -1.76 2.16 -0.96
O: -0.57 2.00 -0.61
C: -2.99 0.66 0.62
C: -1.89 0.69 1.65
C: -4.14 -0.03 0.91
H: -7.25 -0.66 -0.34
H: -6.80 -0.63 1.37
H: -6.21 -1.92 0.33
H: -5.99 0.70 -1.82
H: -4.96 2.12 -3.25
H: -3.24 1.82 -3.43
H: -3.80 3.27 -2.60
H: -1.91 3.01 -1.63
H: -1.49 1.69 1.82
H: -1.03 -0.01 1.46
H: -2.23 0.28 2.60
H: -4.21 -0.58 1.85
O: 4.88 -3.05 4.85
N: 4.64 -1.89 5.10
O: 5.03 -1.26 6.06
C: 3.77 -1.17 4.16
C: 3.31 -1.82 3.05
C: 2.44 -1.15 2.18
C: 2.06 0.22 2.37
O: 1.33 0.91 1.59
C: 2.63 0.82 3.52
C: 3.43 0.16 4.41
N: 2.37 2.25 3.78
O: 2.38 2.99 2.83
O: 2.12 2.56 4.93
N: 1.96 -1.92 1.08
O: 2.54 -2.89 0.71
O: 0.83 -1.65 0.55
H: 3.58 -2.85 2.87
H: 3.80 0.66 5.30

---

The following is a DFT calculation (ωB97M-V/def2-TZVPD) of 12 unconnected molecules or ions with the total composition C21H68N5O12P.

Results
- SMILES = CP(C)[C@H]1CC(=O)N[C@@]1(CCN)CC(N)(N)N.CO.CO.CO.CO.CO.CO.CO.CO.CO.CO.CO
- HOMO (eV) = -8.5312

Atoms and positions in Å:
C: 5.74 2.34 -0.40
P: 4.77 1.65 -1.80
C: 6.08 0.90 -2.83
C: 3.88 0.16 -1.15
C: 4.42 -0.40 0.19
C: 3.24 -0.42 1.14
O: 3.19 -0.90 2.24
N: 2.13 0.24 0.53
C: 2.31 0.25 -0.92
C: 1.68 -1.02 -1.54
C: 2.13 -2.41 -1.07
N: 1.48 -2.90 0.15
C: 1.62 1.44 -1.62
C: 1.13 2.66 -0.82
N: 0.57 3.66 -1.75
N: 0.03 2.29 0.09
N: 2.20 3.34 -0.10
H: 5.11 2.70 0.41
H: 6.31 3.18 -0.80
H: 6.45 1.62 0.02
H: 5.62 0.17 -3.50
H: 6.51 1.68 -3.45
H: 6.86 0.43 -2.24
H: 4.08 -0.62 -1.88
H: 4.74 -1.44 0.08
H: 5.29 0.10 0.61
H: 2.12 1.16 0.97
H: 1.89 -0.94 -2.61
H: 0.60 -0.96 -1.40
H: 1.88 -3.10 -1.87
H: 3.21 -2.48 -0.95
H: 0.68 -2.33 0.38
H: 2.10 -2.91 0.95
H: 2.28 1.81 -2.40
H: 0.72 1.06 -2.12
H: -0.42 3.49 -1.86
H: 0.96 3.51 -2.68
H: 0.41 2.25 1.03
H: -0.62 3.07 0.13
H: 2.49 4.17 -0.60
H: 3.01 2.76 0.07
C: -1.24 -0.82 1.70
O: -0.12 -0.82 2.59
H: -2.09 -1.24 2.22
H: -1.48 0.20 1.38
H: -1.04 -1.42 0.81
H: 0.64 -0.45 2.11
C: 4.19 1.17 -6.73
O: 3.49 1.25 -5.50
H: 5.24 1.36 -6.52
H: 4.10 0.18 -7.19
H: 3.83 1.92 -7.44
H: 2.56 1.08 -5.68
C: 0.05 -4.37 2.83
O: 1.01 -3.43 3.29
H: 0.39 -5.36 3.13
H: -0.94 -4.19 3.27
H: -0.03 -4.34 1.74
H: 0.71 -2.56 2.99
C: -5.05 0.59 2.97
O: -4.28 -0.55 3.32
H: -5.96 0.23 2.48
H: -5.33 1.16 3.86
H: -4.52 1.24 2.28
H: -3.47 -0.25 3.75
C: -3.30 2.17 -1.31
O: -2.53 1.03 -0.97
H: -4.19 1.82 -1.82
H: -3.61 2.73 -0.42
H: -2.76 2.84 -1.98
H: -1.74 1.32 -0.50
C: 1.95 -6.57 0.34
O: 2.82 -6.11 1.37
H: 2.33 -7.54 -0.02
H: 0.94 -6.71 0.71
H: 1.94 -5.87 -0.50
H: 2.47 -5.26 1.66
C: 1.73 3.73 -9.34
O: 1.77 2.30 -9.36
H: 2.15 4.04 -8.39
H: 2.32 4.16 -10.15
H: 0.70 4.10 -9.41
H: 1.40 2.01 -10.20
C: -2.08 -7.78 1.62
O: -1.53 -6.50 1.33
H: -1.65 -8.10 2.57
H: -3.17 -7.73 1.73
H: -1.83 -8.52 0.85
H: -1.90 -6.21 0.49
C: -7.92 -1.43 5.21
O: -6.81 -1.40 6.09
H: -8.76 -1.85 5.75
H: -8.19 -0.42 4.88
H: -7.71 -2.05 4.34
H: -6.06 -1.04 5.61
C: -10.98 1.21 6.55
O: -10.16 0.10 6.86
H: -11.89 0.83 6.08
H: -11.26 1.78 7.44
H: -10.49 1.89 5.84
H: -9.35 0.42 7.27
C: 1.32 7.47 1.04
O: 1.46 6.06 1.07
H: 1.64 7.85 2.00
H: 1.94 7.93 0.26
H: 0.28 7.77 0.88
H: 1.17 5.70 0.22